Record 1
A structure of composition C30H64Cl2N4O8P3Sn. Source: the OMol25 dataset; level of theory: ωB97M-V/def2-TZVPD.

Results
HOMO energy, eV: -10.431
LUMO, eV: -1.64
Kohn-Sham gap, hartree: 0.323
DFT total energy, eV: -113234.827
Total charge: +1

Each line ends with the Löwdin charge.
Positions of all 112 atoms, in Å:
Sn 0.74681 -0.40161 1.20180  1.400
C 2.92251 0.39103 -3.78582  -0.027
C 1.68250 1.23186 -3.59662  -0.423
C 1.96761 2.71727 -3.56750  -0.029
O 1.09041 0.86275 -2.30518  -0.183
P -0.44167 0.61845 -2.06531  0.450
O -0.72717 0.63326 -0.61328  -0.410
C -0.89623 -0.95943 -2.83343  -0.196
P -0.28404 -2.44105 -1.98590  0.453
O -0.56269 -2.47594 -0.53820  -0.309
O 1.23236 -2.41566 -2.41564  -0.205
C 2.16318 -3.41748 -1.86556  -0.412
C 2.99663 -3.93098 -3.01644  -0.033
C 2.99183 -2.75782 -0.78179  -0.037
O -0.96860 -3.67320 -2.69423  -0.164
C -0.79644 -4.00312 -4.10646  -0.444
C -2.05719 -3.62061 -4.85499  -0.034
C -0.50411 -5.48318 -4.18173  -0.034
O -1.12592 1.74297 -2.92531  -0.170
C -2.55055 2.00574 -3.17774  -0.392
C -2.96288 1.33126 -4.47010  -0.037
C -3.43518 1.63271 -2.00311  -0.037
H 3.35027 0.59243 -4.77004  0.096
H 2.68526 -0.67042 -3.71319  0.065
H 3.66711 0.64081 -3.02493  0.093
H 0.95986 1.01416 -4.38601  0.134
H 2.66361 2.94376 -2.75436  0.078
H 1.04851 3.28521 -3.41527  0.081
H 2.42093 3.02670 -4.51101  0.095
H -0.56529 -0.95381 -3.87565  0.090
H -1.98621 -1.04169 -2.79075  0.077
H 1.57011 -4.22835 -1.44096  0.140
H 3.67543 -3.15218 -3.37437  0.089
H 2.36967 -4.25680 -3.84878  0.072
H 3.59279 -4.78066 -2.68005  0.096
H 3.27749 -1.75205 -1.09666  0.090
H 3.89908 -3.33591 -0.60196  0.096
H 2.44645 -2.68527 0.15569  0.044
H 0.05764 -3.43938 -4.49199  0.130
H -2.91953 -4.11326 -4.39920  0.098
H -1.98319 -3.93900 -5.89648  0.094
H -2.22620 -2.54116 -4.83816  0.063
H -1.34347 -6.04854 -3.76977  0.097
H 0.39321 -5.73594 -3.61435  0.077
H -0.35537 -5.77990 -5.22187  0.095
H -2.57673 3.08184 -3.31663  0.145
H -3.05990 0.25007 -4.34292  0.069
H -2.23304 1.53223 -5.25624  0.091
H -3.92926 1.72236 -4.79372  0.096
H -3.43793 0.55233 -1.82866  0.079
H -4.45746 1.94853 -2.21412  0.099
H -3.09842 2.12556 -1.09038  0.072
Cl 3.63454 -0.81671 5.63473  0.630
C 3.35067 -1.91016 4.25322  -0.991
Cl 4.87049 -2.47392 3.55891  0.624
C 2.48222 -1.13940 3.23992  -0.809
O 3.00921 -0.43622 2.35689  -0.153
O 1.21722 -1.26042 3.37912  -0.173
H 2.81524 -2.76700 4.63322  0.062
C 1.27589 1.81984 4.82659  -0.114
C 2.02132 2.36841 3.60003  -0.517
C 2.68542 3.70941 3.91453  -0.083
P 0.88366 2.25794 2.15360  1.029
C 1.69002 2.98724 0.65852  -0.530
C 1.77124 4.50839 0.52632  -0.091
C 3.07529 2.33772 0.49928  -0.103
C -0.63960 3.23299 2.51676  -0.525
C -1.52739 3.21586 1.26194  -0.119
C -0.48156 4.64521 3.08903  -0.086
H 1.96533 1.73999 5.66955  0.071
H 0.86878 0.82423 4.64137  0.045
H 0.45945 2.48691 5.12502  0.078
H 2.80733 1.65435 3.33744  0.083
H 1.97193 4.44432 4.28432  0.066
H 3.21005 4.13150 3.05842  0.059
H 3.42895 3.54708 4.69974  0.091
H 1.05362 2.61771 -0.15214  0.074
H 2.22959 4.98269 1.39226  0.064
H 0.79135 4.96039 0.36983  0.065
H 2.38765 4.75060 -0.34352  0.084
H 3.78255 2.74844 1.22306  0.086
H 3.46598 2.53919 -0.49996  0.073
H 3.05873 1.25953 0.64568  0.032
H -1.13615 2.63515 3.28475  0.082
H -1.16314 3.93171 0.51811  0.078
H -2.54867 3.50519 1.52302  0.090
H -1.55175 2.23031 0.78968  0.025
H 0.22920 5.25422 2.53286  0.063
H -0.17337 4.62399 4.13482  0.067
H -1.45334 5.14534 3.04860  0.087
C -2.50806 -0.96163 1.05248  -0.191
N -1.41578 -1.05888 2.06629  -0.180
C -1.37710 -2.47524 2.55557  -0.165
N -2.65520 -2.86529 3.13158  -0.077
C -3.70196 -2.72606 2.11103  -0.151
N -3.79580 -1.34440 1.61374  -0.076
C -4.09111 -0.46643 2.75635  -0.155
N -3.06081 -0.56031 3.80006  -0.074
C -1.78184 -0.18415 3.22168  -0.177
C -2.97164 -1.96172 4.24550  -0.147
H -2.25210 -1.61832 0.21954  0.096
H -2.55426 0.06532 0.68950  0.099
H -0.59092 -2.56009 3.29971  0.112
H -1.14687 -3.11625 1.70500  0.119
H -4.66044 -3.00788 2.54582  0.128
H -3.48468 -3.39512 1.27664  0.132
H -5.05385 -0.74593 3.18141  0.128
H -4.14729 0.56641 2.40468  0.127
H -0.99713 -0.26800 3.97333  0.113
H -1.83870 0.84157 2.86127  0.096
H -3.92484 -2.25471 4.68303  0.129
H -2.19416 -2.04388 5.00557  0.132

Record 2
A structure of composition C3H7INO. Source: the OMol25 dataset; level of theory: ωB97M-V/def2-TZVPD.

Results
HOMO energy, eV: -13.579
LUMO, eV: -5.05
Kohn-Sham gap, hartree: 0.313
ΔE to the lowest compared entry with this formula, charge and spin, kJ/mol: 445.9
DFT total energy, eV: -14850.777
Total charge: +1

Each line ends with the natural charge from an NBO analysis.
Positions of all 13 atoms, in Å:
C -0.27823 0.67654 -0.61617  -0.219
C 0.85469 0.69132 0.34033  -0.216
C 0.04596 -1.56450 0.35574  0.134
N 0.51282 -0.51472 -0.32897  -0.453
O 1.74860 -2.22325 0.78650  -0.768
I 2.90333 -2.37863 -0.82878  0.542
H -1.36260 0.67570 -0.13929  0.278
H 0.03257 1.17205 -1.55794  0.272
H 1.66315 1.35654 0.14648  0.266
H 0.81135 0.56990 1.34708  0.234
H -0.19291 -1.39772 1.38835  0.245
H -0.32342 -2.41687 -0.15833  0.253
H 1.23027 -0.92695 -1.02602  0.431

Record 3
A cluster of 3 separate species, C25H38N5O in total. Source: the OMol25 dataset; level of theory: ωB97M-V/def2-TZVPD.

Results
HOMO energy, eV: -10.973
LUMO, eV: -3.98
Kohn-Sham gap, hartree: 0.257
ΔE to the lowest compared entry with this formula, charge and spin, kJ/mol: 0.0
DFT total energy, eV: -36031.539
Total charge: +1

Each line ends with the natural charge from an NBO analysis.
Positions of all 69 atoms, in Å:
C 3.93211 0.08243 3.30601  -0.442
N 5.18073 -0.34718 2.62369  -0.597
C 5.01837 -1.59348 1.84850  -0.267
C 3.58869 -1.67190 1.18665  0.125
C 3.29752 -0.70518 0.11736  -0.240
C 1.99630 -0.77011 -0.49694  0.105
N 1.06350 -1.69503 -0.09277  -0.290
C -0.25614 -1.65028 -0.76572  -0.245
C -1.30386 -1.03612 0.29400  0.410
N -2.04792 -2.21583 0.83704  -0.885
N -0.63372 -0.24386 1.35022  -0.872
N -2.25537 -0.10714 -0.38650  -0.825
C 1.30622 -2.63974 0.88440  0.059
C 2.57626 -2.66540 1.56891  -0.034
C 2.89145 -3.69170 2.71551  -0.434
C 1.63892 -4.57847 3.10471  -0.408
C 0.68184 -3.83460 4.13628  -0.436
C -0.06437 -4.87573 5.08595  -0.057
O -0.08288 -4.46019 6.45469  -0.710
H 3.36549 -0.77149 3.76659  0.194
H 3.26818 0.70387 2.63820  0.184
H 4.22741 0.74058 4.17111  0.228
H 5.43065 0.41138 1.98821  0.360
H 5.17002 -2.50324 2.48611  0.214
H 5.74849 -1.63928 0.99231  0.234
H 4.08010 0.02005 -0.18695  0.256
H 1.71015 -0.05944 -1.30402  0.247
H -0.59713 -2.67319 -1.07623  0.256
H -0.25436 -1.00239 -1.67407  0.242
H -2.04311 -2.21407 1.85593  0.371
H -2.99007 -2.13016 0.45204  0.392
H -1.26835 0.43524 1.77142  0.383
H -0.35674 -0.87222 2.11302  0.358
H -1.73566 0.78140 -0.45323  0.367
H -2.94486 0.08891 0.35560  0.362
H 0.46768 -3.34449 1.08249  0.261
H 3.81969 -4.28243 2.52255  0.248
H 3.10531 -3.05529 3.62437  0.231
H 1.03327 -4.91299 2.22870  0.208
H 2.05193 -5.45817 3.67451  0.236
H 1.23084 -3.12941 4.81263  0.211
H -0.11629 -3.28055 3.57350  0.185
H 0.42101 -5.88620 5.04480  0.183
H -1.13611 -5.03872 4.76454  0.166
H -0.16219 -3.49386 6.51438  0.465
C -1.79520 4.93957 0.41233  -0.201
C -1.95511 3.64331 -0.06162  -0.255
C -2.47261 3.42579 -1.33385  -0.165
C -2.82071 4.50579 -2.13520  -0.231
C -2.65718 5.80180 -1.66272  -0.201
C -2.14857 6.01898 -0.38756  -0.208
H -1.39514 5.10894 1.40527  0.213
H -1.67642 2.80049 0.56312  0.183
H -2.60433 2.41405 -1.70222  0.194
H -3.21955 4.33635 -3.12871  0.227
H -2.92730 6.64405 -2.28875  0.222
H -2.02650 7.02989 -0.01766  0.221
C -1.60512 3.36171 -5.67721  -0.210
C -2.25371 2.15408 -5.44800  -0.228
C -3.18142 1.67747 -6.36611  -0.213
C -3.45351 2.40434 -7.51877  -0.207
C -2.80232 3.61000 -7.74964  -0.205
C -1.88130 4.09115 -6.82717  -0.215
H -0.88383 3.73491 -4.95882  0.211
H -2.03627 1.58356 -4.55144  0.201
H -3.69202 0.73899 -6.18411  0.213
H -4.17339 2.03066 -8.23727  0.218
H -3.01370 4.17577 -8.64947  0.219
H -1.37781 5.03403 -7.00492  0.217

Record 4
A cluster of 2 separate species, C3H5N3 in total. Source: the OMol25 dataset; level of theory: ωB97M-V/def2-TZVPD.

Results
HOMO energy, eV: -8.478
LUMO, eV: 0.47
Kohn-Sham gap, hartree: 0.329
ΔE to the lowest compared entry with this formula, charge and spin, kJ/mol: 384.0
DFT total energy, eV: -7658.476
Total charge: 0

Each line ends with the natural charge from an NBO analysis.
Positions of all 11 atoms, in Å:
C -2.87379 -1.89377 1.77043  0.402
C 0.67731 -0.38979 -0.55161  -0.039
C 2.90118 0.43509 -1.19615  -0.279
N -3.84418 -2.52151 1.74293  -0.391
N 1.69020 0.07717 -0.98124  -0.268
N -1.91973 -0.97497 1.77722  -0.846
H -0.22646 -0.48489 -1.05224  0.186
H 3.27088 1.45755 -1.23689  0.204
H 3.75165 -0.27672 -1.43781  0.203
H -1.11292 -1.19704 1.35904  0.409
H -2.06012 -0.25816 2.47451  0.418

Record 5
A cluster of 3 separate species, CH8NO3 in total. Source: the OMol25 dataset; level of theory: ωB97M-V/def2-TZVPD.

Results
HOMO energy, eV: -3.967
LUMO, eV: 4.49
Kohn-Sham gap, hartree: 0.311
ΔE to the lowest compared entry with this formula, charge and spin, kJ/mol: 10.1
DFT total energy, eV: -8800.367
Total charge: -1

Each line ends with the natural charge from an NBO analysis.
Positions of all 13 atoms, in Å:
N 0.10698 -1.45982 1.20800  -0.882
C 0.31690 -0.01402 1.15584  0.108
O 0.51781 0.47650 -0.12537  -0.947
H 0.86044 -1.90881 0.69822  0.341
H -0.69911 -1.72718 0.64362  0.346
H 1.21726 0.20962 1.74521  0.103
H -0.55165 0.43989 1.64377  0.120
H -0.36183 1.74439 -0.07153  0.506
H -1.30857 2.58140 -0.98819  0.440
O -1.14791 2.39365 -0.06485  -1.034
H 0.26675 -0.52271 -1.24154  0.507
H 0.73075 -0.99016 -2.61369  0.435
O 0.05217 -1.22276 -1.98950  -1.044

Record 6
A cluster of 5 separate species, C19H59BN6O6PSSi in total. Source: the OMol25 dataset; level of theory: ωB97M-V/def2-TZVPD.

Results
HOMO energy, eV: -10.399
LUMO, eV: -3.38
Kohn-Sham gap, hartree: 0.258
DFT total energy, eV: -70559.753
Total charge: +1

Each line ends with the Löwdin charge.
Positions of all 94 atoms, in Å:
C 3.07925 5.55709 0.52085  -0.170
Si 1.48796 6.13095 -0.23888  0.371
C 1.17126 7.95963 -0.01513  -0.180
C 1.36057 5.70981 -2.06839  -0.166
S -0.26427 5.13546 0.72563  0.759
B -0.26563 3.41838 -0.12139  -0.877
N 0.61323 2.40675 0.40325  0.166
O -1.10100 3.25900 -1.17975  0.102
P -2.11007 6.23420 0.24427  0.657
N -3.18477 5.06885 0.86106  -0.186
O -2.36120 6.06259 -1.33830  -0.304
H 3.09664 5.58672 1.60427  0.046
H 3.84603 6.24325 0.17155  0.052
H 3.37207 4.56436 0.19453  0.036
H 1.30769 8.23502 1.02513  0.045
H 1.93345 8.47643 -0.58801  0.050
H 0.17292 8.20999 -0.34942  0.021
H 1.74986 4.71325 -2.25061  0.041
H 0.30795 5.74001 -2.33256  0.021
H 1.86125 6.46140 -2.66472  0.051
H 0.65688 2.53677 1.41267  0.080
H 1.55865 2.58765 0.06211  0.093
H -0.56209 3.20690 -1.99248  0.138
H -4.03675 5.14077 0.30866  0.061
H -3.38882 5.32324 1.82392  0.048
H -1.98744 5.24278 -1.70699  0.044
C 3.35126 -2.51737 2.13818  -0.060
C 2.56306 -1.31397 1.63031  -0.421
C 2.89674 -0.90543 0.18919  -0.216
O 4.13165 -0.22312 0.03788  -0.196
C 5.28250 -1.05027 0.01243  -0.101
N 2.74659 -0.19687 2.56420  0.047
H 4.37010 -2.25532 2.41970  0.070
H 2.87785 -2.93720 3.02341  0.066
H 3.39969 -3.30470 1.38287  0.083
H 1.50453 -1.59189 1.64199  0.135
H 2.13200 -0.20168 -0.14408  0.101
H 2.85068 -1.76309 -0.48883  0.103
H 5.08025 -2.00157 -0.48683  0.094
H 5.66328 -1.23588 1.01858  0.077
H 6.05460 -0.52151 -0.54528  0.087
H 2.13013 0.56245 2.28877  0.045
H 3.68180 0.17139 2.40984  0.069
C -2.36529 -2.47242 -2.89162  -0.058
C -1.67283 -1.11557 -2.81569  -0.433
C -0.14067 -1.18767 -2.79380  -0.203
O 0.41646 -1.58601 -1.55783  -0.211
C 0.41296 -2.98758 -1.33025  -0.087
N -2.19626 -0.37685 -1.65841  0.054
H -2.37765 -2.97966 -1.92799  0.069
H -3.40271 -2.34745 -3.20106  0.073
H -1.87666 -3.12627 -3.61583  0.084
H -1.94785 -0.56335 -3.72031  0.129
H 0.23742 -0.17417 -2.96417  0.116
H 0.24681 -1.81282 -3.60816  0.126
H 0.57366 -3.54536 -2.25633  0.098
H -0.51717 -3.31142 -0.85980  0.082
H 1.22638 -3.21417 -0.64179  0.073
H -1.82344 0.56891 -1.67433  0.051
H -1.78654 -0.79026 -0.82469  0.073
C -6.50277 2.73385 -3.56628  -0.072
C -5.57034 1.66705 -2.99882  -0.439
C -5.19836 0.56447 -3.99883  -0.214
O -6.20901 -0.38952 -4.24157  -0.185
C -7.21492 0.00729 -5.15634  -0.100
N -6.15786 1.12351 -1.77315  0.043
H -7.53530 2.39179 -3.61067  0.067
H -6.48753 3.62111 -2.93329  0.070
H -6.19951 3.03280 -4.57190  0.078
H -4.63368 2.16523 -2.72432  0.123
H -4.36711 0.00065 -3.56657  0.095
H -4.83862 0.99035 -4.94699  0.122
H -6.80684 0.63151 -5.95656  0.091
H -8.02658 0.53663 -4.65243  0.077
H -7.63015 -0.89731 -5.59780  0.089
H -5.48314 0.50273 -1.33328  0.067
H -6.92211 0.51015 -2.04289  0.072
C 2.91812 -7.50401 6.32699  -0.070
C 2.14664 -6.29488 5.80759  -0.433
C 2.51197 -5.88995 4.37269  -0.214
O 3.74800 -5.21666 4.23668  -0.208
C 4.89133 -6.05238 4.22928  -0.100
N 2.30948 -5.18633 6.75235  0.040
H 3.93070 -7.24282 6.63143  0.065
H 2.41825 -7.91871 7.20108  0.077
H 2.98057 -8.28956 5.57138  0.078
H 1.08719 -6.56735 5.79428  0.135
H 1.75836 -5.17685 4.02580  0.115
H 2.47247 -6.75293 3.69422  0.121
H 4.69036 -7.00526 3.73183  0.092
H 5.25934 -6.23393 5.24106  0.077
H 5.67423 -5.52981 3.68020  0.086
H 1.70175 -4.41960 6.47885  0.070
H 3.24805 -4.81441 6.63440  0.069

Look up the Kohn-Sham gap of the fifth one.
0.311 hartree